C33H42BBr60N5O2P | wB97M-V/def2-TZVPD

Last column: Löwdin charge in e.
Element x y z (Å)
C: 0.57 -5.73 4.89  -0.11
N: 0.34 -4.42 4.26  -0.08
C: -0.33 -4.49 2.97  -0.14
C: -1.44 -3.48 2.87  -0.10
C: -2.71 -3.74 2.46  -0.15
C: -3.35 -5.00 2.01  0.02
N: -3.40 -2.55 2.60  0.05
C: -4.80 -2.39 2.31  -0.18
C: -5.25 -2.56 1.01  0.00
C: -6.61 -2.46 0.80  -0.08
C: -7.44 -2.18 1.88  -0.13
N: -7.03 -1.97 3.13  0.08
C: -5.71 -2.10 3.32  -0.13
C: -2.57 -1.61 3.07  -0.25
P: -3.02 0.11 3.45  0.77
O: -1.95 0.77 4.22  -0.41
N: -1.36 -2.15 3.23  0.18
B: -0.10 -1.44 3.81  -0.66
O: 0.03 -1.41 5.16  0.20
N: 0.87 -0.86 2.96  -0.03
C: 1.16 -1.57 1.70  -0.04
C: 2.10 -0.55 3.72  -0.09
H: 0.04 -5.79 5.84  0.08
H: 1.63 -5.91 5.10  0.08
H: 0.22 -6.55 4.27  -0.01
H: 1.23 -3.96 4.15  0.10
H: -0.78 -5.47 2.82  0.09
H: 0.38 -4.37 2.14  0.12
H: -4.00 -4.87 1.15  0.08
H: -3.95 -5.43 2.82  0.11
H: -2.60 -5.74 1.74  0.07
H: -4.57 -2.78 0.19  0.10
H: -7.04 -2.60 -0.19  -0.05
H: -8.52 -2.12 1.71  0.04
H: -5.35 -1.98 4.34  0.10
H: -4.23 0.02 4.13  -0.06
H: -3.29 0.69 2.20  0.02
H: -0.75 -1.73 5.62  0.12
H: 0.97 -2.64 1.74  0.05
H: 2.22 -1.45 1.47  0.05
H: 0.61 -1.12 0.87  0.10
H: 1.88 0.23 4.45  0.06
H: 2.90 -0.21 3.06  0.00
H: 2.46 -1.42 4.28  0.10
C: -2.65 4.23 2.52  -1.63
Br: -2.52 4.69 0.66  0.57
Br: -2.27 5.71 3.66  0.61
Br: -4.39 3.50 2.92  0.57
H: -1.92 3.46 2.74  -0.08
C: -10.97 -0.88 3.76  -1.65
Br: -10.68 -0.46 1.90  0.59
Br: -10.75 0.67 4.87  0.57
Br: -12.67 -1.73 4.04  0.60
H: -10.20 -1.59 4.05  -0.04
C: -6.53 2.13 6.20  -1.63
Br: -6.65 0.53 5.12  0.61
Br: -7.86 2.11 7.58  0.60
Br: -4.75 2.37 6.88  0.59
H: -6.74 2.96 5.55  -0.03
C: -0.34 -9.70 4.19  -1.63
Br: -0.62 -11.57 3.91  0.60
Br: 1.45 -9.16 3.72  0.61
Br: -1.67 -8.64 3.26  0.56
H: -0.47 -9.51 5.24  -0.03
C: 0.16 4.88 -2.64  -1.64
Br: -1.56 5.73 -2.61  0.57
Br: 1.08 5.16 -4.31  0.60
Br: 1.24 5.43 -1.15  0.56
H: 0.00 3.82 -2.54  -0.03
C: 3.47 6.64 -6.94  -1.63
Br: 3.29 8.21 -8.05  0.54
Br: 2.80 5.05 -7.80  0.54
Br: 5.29 6.41 -6.35  0.58
H: 2.87 6.81 -6.07  -0.08
C: 1.00 4.45 5.02  -1.64
Br: 0.75 2.94 3.84  0.64
Br: -0.21 4.37 6.51  0.57
Br: 2.82 4.63 5.60  0.55
H: 0.75 5.33 4.45  -0.05
C: 5.89 0.57 1.62  -1.62
Br: 6.96 -1.00 1.35  0.60
Br: 4.32 0.56 0.51  0.59
Br: 5.47 0.82 3.48  0.62
H: 6.50 1.40 1.29  -0.11
C: -9.75 -2.84 -3.20  -1.62
Br: -11.47 -2.03 -3.45  0.62
Br: -8.59 -2.57 -4.71  0.61
Br: -8.91 -2.23 -1.57  0.64
H: -9.90 -3.90 -3.10  -0.02
C: 4.58 4.92 -12.03  -1.65
Br: 3.38 3.42 -11.91  0.59
Br: 4.12 6.30 -10.79  0.53
Br: 6.42 4.39 -11.85  0.60
H: 4.50 5.32 -13.03  -0.17
C: -5.51 -4.80 -4.12  -1.66
Br: -4.61 -3.66 -5.38  0.59
Br: -4.72 -6.54 -4.02  0.60
Br: -5.62 -3.97 -2.38  0.57
H: -6.53 -4.92 -4.47  -0.06
C: 6.79 4.79 0.11  -1.64
Br: 7.86 3.23 -0.26  0.63
Br: 5.17 4.79 -0.91  0.55
Br: 6.46 4.93 2.00  0.56
H: 7.36 5.65 -0.18  -0.10
C: 9.18 2.88 -14.21  -1.66
Br: 8.98 4.47 -15.27  0.60
Br: 8.47 1.34 -15.11  0.59
Br: 11.00 2.62 -13.68  0.59
H: 8.60 3.02 -13.31  -0.09
C: 7.48 -3.12 -1.90  -1.67
Br: 6.84 -4.90 -2.28  0.57
Br: 9.26 -2.86 -2.55  0.58
Br: 6.27 -1.78 -2.56  0.55
H: 7.51 -3.02 -0.82  -0.08
C: 6.15 6.98 -15.11  -1.63
Br: 6.72 7.72 -16.78  0.60
Br: 6.28 8.22 -13.66  0.56
Br: 4.35 6.27 -15.21  0.66
H: 6.80 6.15 -14.88  -0.12
C: 6.08 11.36 -10.97  -1.64
Br: 4.41 10.42 -10.80  0.54
Br: 7.53 10.37 -10.19  0.58
Br: 6.44 11.80 -12.81  0.57
H: 5.99 12.29 -10.43  -0.03
C: -4.41 -12.32 5.77  -1.66
Br: -3.68 -10.89 6.82  0.53
Br: -4.74 -11.76 3.97  0.56
Br: -3.29 -13.89 5.85  0.58
H: -5.36 -12.58 6.21  -0.07
C: -7.30 -11.06 9.16  -1.63
Br: -6.63 -9.62 10.24  0.58
Br: -7.61 -10.50 7.35  0.57
Br: -6.16 -12.60 9.25  0.59
H: -8.26 -11.35 9.57  -0.03
C: 6.60 9.15 -0.71  -1.63
Br: 5.11 8.44 0.27  0.56
Br: 8.26 8.35 -0.14  0.61
Br: 6.35 8.96 -2.61  0.58
H: 6.67 10.20 -0.49  -0.03
C: 6.40 5.44 7.96  -1.64
Br: 4.95 4.60 8.89  0.57
Br: 8.09 4.67 8.44  0.59
Br: 6.14 5.40 6.05  0.52
H: 6.42 6.48 8.25  -0.03

Summary:
frontier orbital gap	8.110	eV
total charge	+1